one.
The following is a quantum chemistry calculation of C44H48N10O5SSc as an isolated structure, from OMol25.

Results
Net charge   -1

Last column: Löwdin charge in e.
CARTESIAN COORDINATES (ANGSTROEM)
1 Sc 0.63800 -0.95498 0.45678  1.0517
2 C -2.97300 -2.81629 -0.05570  -0.2032
3 C -3.58987 -1.43007 0.11936  -0.1672
4 C -2.59410 -0.27396 -0.04634  -0.2242
5 N -1.51458 -0.39718 0.91932  -0.0221
6 C -1.69605 0.09280 2.12070  -0.2398
7 C -2.66148 1.07742 2.46832  -0.0291
8 C -3.20858 1.41622 3.68528  -0.1037
9 C -3.08760 0.75218 4.90317  -0.1368
10 C -2.20240 -0.27869 5.17421  -0.1066
11 C -1.13103 -0.73292 4.42547  -0.0332
12 C -0.70585 -0.37921 3.11948  -0.2309
13 N 0.50461 -0.57683 2.64248  -0.0446
14 C 1.55632 -0.91734 3.58941  -0.2444
15 C 1.87415 -2.41481 3.61934  -0.1592
16 C 2.56744 -2.85275 2.32829  -0.2225
17 N 1.68458 -2.82301 1.17593  -0.0331
18 C 1.21588 -3.96988 0.72387  -0.2257
19 C 1.26468 -5.19350 1.42971  -0.0345
20 C 1.06803 -6.49833 1.00389  -0.1070
21 C 0.92873 -6.99040 -0.27969  -0.1339
22 C 0.82412 -6.22187 -1.43830  -0.0976
23 C 0.59011 -4.87286 -1.55306  -0.0185
24 C 0.48146 -3.85920 -0.56096  -0.2147
25 N -0.15852 -2.72642 -0.71303  -0.0206
26 C -1.08901 -2.57387 -1.82116  -0.2130
27 C -2.47506 -3.14855 -1.46696  -0.1590
28 H -3.72100 -3.56234 0.22615  0.1060
29 H -2.13887 -2.90846 0.64136  0.0984
30 H -4.00900 -1.36637 1.12860  0.1120
31 H -4.41230 -1.28866 -0.59122  0.1043
32 H -3.14268 0.66298 0.04772  0.0862
33 H -2.16664 -0.29725 -1.04553  0.0824
34 H -2.98604 1.68320 1.62904  0.0918
35 H -3.90118 2.25258 3.67288  0.0959
36 H -3.74517 1.06436 5.70579  0.0845
37 H -2.31482 -0.74624 6.14773  0.0986
38 H -0.53128 -1.49755 4.90393  0.0944
39 H 1.29488 -0.57309 4.59392  0.1095
40 H 2.45861 -0.37690 3.28834  0.0580
41 H 0.95159 -2.98794 3.75316  0.1108
42 H 2.53895 -2.61485 4.46493  0.1144
43 H 3.01785 -3.84111 2.45139  0.1090
44 H 3.38432 -2.15578 2.13601  0.0857
45 H 1.45734 -5.09597 2.49102  0.0921
46 H 1.08989 -7.24519 1.79163  0.0983
47 H 0.91234 -8.06711 -0.40027  0.0857
48 H 0.86863 -6.76843 -2.37465  0.1011
49 H 0.46159 -4.51307 -2.56653  0.1033
50 H -0.73524 -3.06156 -2.73076  0.1048
51 H -1.15229 -1.51402 -2.05264  0.0841
52 H -2.40869 -4.23702 -1.55127  0.1054
53 H -3.19614 -2.79840 -2.21301  0.1107
54 O 6.71059 -0.76140 -3.59668  -0.0350
55 C 6.78998 -0.41551 -2.40968  -0.7005
56 O 7.73227 0.04706 -1.73944  -0.0575
57 C 5.45568 -0.54719 -1.60150  -0.0898
58 C 5.44112 -0.42994 -0.21811  0.0044
59 C 4.23544 -0.49049 0.45552  -0.1692
60 N 3.05343 -0.58651 -0.15608  0.0428
61 C 3.06930 -0.68395 -1.50238  -0.1860
62 C 4.23462 -0.70485 -2.24679  0.0631
63 C 1.69856 -0.60051 -2.14581  -0.5661
64 O 1.52382 -0.83851 -3.32390  0.0900
65 O 0.79030 -0.17761 -1.32083  -0.1659
66 H 6.37485 -0.28236 0.30797  0.1148
67 H 4.20996 -0.38628 1.53307  0.0778
68 H 4.21162 -0.82178 -3.32160  0.1293
69 C -6.18293 3.13592 0.27899  -0.0509
70 C -5.23874 2.93848 -0.87589  -0.2906
71 C -5.30491 1.79985 -1.67179  -0.0568
72 C -4.41887 1.60182 -2.71492  -0.0269
73 C -3.43423 2.54564 -3.00253  -0.2546
74 N -2.59282 2.29914 -4.09914  0.1411
75 C -1.43341 2.89632 -4.55820  -0.5185
76 O -1.19780 2.91068 -5.75353  0.0576
77 N -0.55455 3.49443 -3.68133  0.1449
78 C -0.31430 3.32189 -2.30401  -0.2299
79 C 0.38255 4.31088 -1.61674  -0.0160
80 C 0.52324 4.19667 -0.24727  -0.0695
81 C -0.01388 3.08713 0.38840  -0.1764
82 N -0.59247 2.08930 -0.26968  0.1012
83 C -0.73783 2.20781 -1.58445  -0.0929
84 C -3.38336 3.70593 -2.23461  -0.0200
85 C -4.26707 3.88399 -1.18217  -0.0355
86 H -7.16555 2.71852 0.05880  0.0755
87 H -6.29815 4.19441 0.51115  0.0740
88 H -5.80580 2.63478 1.17435  0.0738
89 H -6.06831 1.05641 -1.47362  0.1130
90 H -4.48709 0.70166 -3.31571  0.1150
91 H -2.98565 1.70008 -4.80678  0.1468
92 H 0.17260 3.97631 -4.18632  0.1491
93 H 0.78857 5.15730 -2.15906  0.1144
94 H 1.04730 4.95161 0.32331  0.1048
95 H 0.02644 2.97714 1.46315  0.0762
96 H -1.18313 1.36920 -2.09909  0.1095
97 H -2.67139 4.48371 -2.46834  0.1121
98 H -4.20809 4.79473 -0.59771  0.1127
99 C 5.33079 4.49657 0.27230  -0.0800
100 N 4.48993 3.76586 1.19800  -0.0638
101 C 3.62569 2.79335 0.85780  -0.8988
102 N 3.52471 2.49030 -0.45318  0.1439
103 S 2.67539 2.06003 2.02187  0.6698
104 H 5.78367 5.33398 0.79628  0.0829
105 H 4.73552 4.88184 -0.55901  0.0831
106 H 6.12858 3.86666 -0.13149  0.0908
107 H 4.51991 3.98670 2.17631  0.1043
108 H 4.33410 2.58357 -1.05071  0.1090
109 H 2.93417 1.69774 -0.65468  0.0693


two.
The following is a quantum chemistry calculation of C44H48N10O5SSc as an isolated structure, from OMol25.

Results
Net charge   -1

Last column: Löwdin charge in e.
CARTESIAN COORDINATES (ANGSTROEM)
1 Sc -0.03597 0.97552 -0.09831  1.0491
2 C -2.94441 3.85986 -2.49281  -0.2109
3 C -3.59063 2.90777 -1.48780  -0.1674
4 C -2.93106 1.51528 -1.36312  -0.2139
5 N -2.22847 1.29989 -0.09955  -0.0231
6 C -2.92479 1.23176 1.00903  -0.2164
7 C -4.34514 1.25077 1.02621  -0.0225
8 C -5.25743 1.34612 2.05678  -0.0936
9 C -5.06483 1.50685 3.42273  -0.1295
10 C -3.83177 1.52116 4.05261  -0.1014
11 C -2.56225 1.30660 3.54742  -0.0267
12 C -2.09692 1.03094 2.23620  -0.2173
13 N -0.86950 0.63388 1.97616  -0.0712
14 C 0.01116 0.26551 3.07046  -0.2420
15 C 0.90666 1.41376 3.52700  -0.1602
16 C 1.95536 1.72930 2.46637  -0.2276
17 N 1.38868 2.18778 1.20695  -0.0275
18 C 1.50550 3.47257 0.93162  -0.2247
19 C 1.82993 4.46249 1.89172  -0.0365
20 C 2.26303 5.77274 1.74732  -0.1078
21 C 2.59270 6.47953 0.60640  -0.1338
22 C 2.43587 6.00259 -0.69493  -0.1007
23 C 1.78487 4.88089 -1.15009  -0.0174
24 C 1.09578 3.84756 -0.44542  -0.2223
25 N 0.17597 3.08225 -0.96401  -0.0043
26 C -0.39689 3.46959 -2.25242  -0.2025
27 C -1.58632 4.43600 -2.09452  -0.1559
28 H -3.63593 4.69219 -2.65854  0.1065
29 H -2.83994 3.35595 -3.46025  0.0779
30 H -4.64257 2.78200 -1.76669  0.1047
31 H -3.60008 3.38452 -0.50389  0.1135
32 H -2.20708 1.36612 -2.16247  0.0683
33 H -3.67659 0.72665 -1.50240  0.0967
34 H -4.79738 1.18846 0.04604  0.0879
35 H -6.29424 1.32622 1.73304  0.1009
36 H -5.94438 1.63710 4.04005  0.0874
37 H -3.85665 1.70572 5.12271  0.1003
38 H -1.78225 1.36186 4.29375  0.0859
39 H 0.66215 -0.54217 2.71018  0.1016
40 H -0.55322 -0.15531 3.90890  0.1110
41 H 1.41427 1.12988 4.45442  0.1166
42 H 0.29876 2.29962 3.73542  0.1115
43 H 2.51569 0.81437 2.26791  0.0886
44 H 2.68573 2.44497 2.84963  0.1081
45 H 1.70555 4.14333 2.91852  0.0897
46 H 2.40585 6.29984 2.68623  0.0981
47 H 3.02076 7.46600 0.73022  0.0852
48 H 2.85419 6.62680 -1.47899  0.1000
49 H 1.77536 4.76572 -2.22513  0.0966
50 H -0.70322 2.56520 -2.77327  0.0798
51 H 0.34958 3.92955 -2.89598  0.0978
52 H -1.40233 5.31972 -2.71087  0.1062
53 H -1.62411 4.78849 -1.05980  0.1175
54 O 5.91063 -1.56467 -3.38121  -0.0266
55 C 5.64126 -1.85416 -2.21043  -0.6865
56 O 6.25780 -2.57309 -1.39241  -0.0628
57 C 4.35345 -1.18600 -1.64248  -0.0711
58 C 4.03287 -1.30812 -0.29344  0.0121
59 C 2.85633 -0.76630 0.17983  -0.1164
60 N 1.98762 -0.13060 -0.60237  0.0355
61 C 2.28079 -0.01961 -1.90806  -0.1720
62 C 3.45279 -0.50506 -2.45871  0.0764
63 C 1.15585 0.54760 -2.75205  -0.5797
64 O 1.32773 0.89902 -3.90451  0.0743
65 O 0.01783 0.54829 -2.12371  -0.1898
66 H 4.71058 -1.84638 0.35682  0.1051
67 H 2.57215 -0.88489 1.21745  0.0893
68 H 3.65536 -0.39694 -3.51462  0.1293
69 C 5.22476 -4.90609 0.83114  -0.0474
70 C 3.81751 -5.19464 1.24415  -0.2711
71 C 3.07822 -4.30354 2.01931  -0.0328
72 C 1.78255 -4.59063 2.42954  -0.0207
73 C 1.18541 -5.78151 2.03562  -0.2778
74 N -0.11573 -6.17816 2.44374  0.1277
75 C -1.18311 -5.41555 2.86134  -0.5407
76 O -1.99543 -5.86300 3.65246  0.0472
77 N -1.34441 -4.14833 2.34026  0.1413
78 C -0.91230 -3.59940 1.11215  -0.2131
79 C -0.53136 -4.34173 0.00749  0.0037
80 C -0.12549 -3.65838 -1.12461  -0.0386
81 C -0.11785 -2.27618 -1.12635  -0.1869
82 N -0.49953 -1.55714 -0.07770  0.0585
83 C -0.89390 -2.21289 1.00742  -0.0634
84 C 1.89869 -6.66354 1.23897  -0.0363
85 C 3.19699 -6.37806 0.86493  -0.0419
86 H 5.72596 -4.27935 1.57219  0.0832
87 H 5.28355 -4.38618 -0.13504  0.0716
88 H 5.79340 -5.83154 0.73093  0.0770
89 H 3.53903 -3.37083 2.33895  0.1099
90 H 1.24244 -3.89448 3.05774  0.1133
91 H -0.17933 -7.10369 2.83919  0.1478
92 H -2.11348 -3.67326 2.78940  0.1517
93 H -0.55481 -5.42163 0.02852  0.1175
94 H 0.17502 -4.19256 -2.01546  0.1171
95 H 0.16227 -1.72367 -2.00645  0.0898
96 H -1.22444 -1.60754 1.84249  0.1026
97 H 1.42875 -7.58710 0.92041  0.1129
98 H 3.74254 -7.08911 0.25635  0.1132
99 C -2.58905 1.14307 -5.03024  -0.0743
100 N -2.34580 -0.01703 -4.20548  -0.0495
101 C -3.28998 -0.85797 -3.74732  -0.9619
102 N -4.57744 -0.54075 -4.05096  0.0916
103 S -2.88893 -2.19810 -2.84076  0.6216
104 H -1.64127 1.64725 -5.20034  0.0965
105 H -3.25431 1.85767 -4.53658  0.0573
106 H -3.01704 0.86996 -5.99859  0.0900
107 H -1.39995 -0.24841 -3.93762  0.1029
108 H -4.82276 0.38552 -4.35484  0.0806
109 H -5.27951 -1.08241 -3.57718  0.0824


What are the relative energies? In hartree: one 0.0307; two 0.0000.


one.
The following is a quantum chemistry calculation of a 4-piece molecular cluster, C2H11O4 overall, from OMol25.

Results
Net charge   -1

Last column: Löwdin charge in e.
CARTESIAN COORDINATES (ANGSTROEM)
1 C 0.96259 0.31998 -0.42357  -0.4248
2 O -0.13446 -0.29665 0.16408  -0.3571
3 C 0.51831 1.51890 -1.27561  -0.1071
4 H 1.60373 -0.31377 -1.04674  0.0909
5 H 1.61226 0.62467 0.42046  0.1010
6 H 1.38015 2.07004 -1.66509  0.0544
7 H 0.01379 2.21024 -0.59388  0.0574
8 H -0.21528 1.21173 -2.01991  0.0599
9 H -1.51452 -1.64265 -2.13499  -0.0199
10 H -1.08107 -0.96977 -0.78436  -0.0090
11 O -1.87803 -1.47100 -1.26463  -0.1787
12 H -1.39463 1.34130 2.57743  0.0106
13 H -0.46976 0.79415 1.52889  -0.0042
14 O -0.47290 1.41372 2.30673  -0.1165
15 H 0.12599 -2.69920 2.00258  -0.0073
16 H 0.23637 -1.63702 0.93206  -0.0075
17 O 0.70746 -2.47468 1.27655  -0.1423


two.
The following is a quantum chemistry calculation of a 4-piece molecular cluster, C2H11O4 overall, from OMol25.

Results
Net charge   -1

Last column: Löwdin charge in e.
CARTESIAN COORDINATES (ANGSTROEM)
1 C 0.44983 0.00411 0.39885  -0.4698
2 O 0.32823 -0.89381 -0.65358  -0.3406
3 C 1.53776 -0.37164 1.40873  -0.1137
4 H -0.51402 0.06948 0.95269  0.0890
5 H 0.60387 1.03242 0.01790  0.0813
6 H 1.14280 -0.23672 2.42150  0.0486
7 H 2.44550 0.23769 1.35313  0.0508
8 H 1.81304 -1.41783 1.28061  0.0582
9 H -0.75346 0.31373 -3.01048  -0.0074
10 H 0.16863 0.01244 -1.83882  -0.0208
11 O -0.12016 0.79637 -2.46815  -0.1783
12 H -1.45385 3.21946 -0.88015  0.0235
13 H -1.13619 2.21104 0.08019  -0.0013
14 O -1.11461 3.16593 0.01413  -0.0695
15 H -1.26287 -3.23003 0.89095  -0.0074
16 H -0.72467 -2.08583 -0.00088  -0.0077
17 O -1.40982 -2.82681 0.03338  -0.1348


What are the relative energies? In hartree: one 0.0000; two 0.0181.


one.
The following is a quantum chemistry calculation of a 2-piece molecular cluster, C2H10N2O overall, from OMol25.

Results
Net charge   +1
Spin multiplicity   2

Last column: Löwdin spin population.
CARTESIAN COORDINATES (ANGSTROEM)
1 C 1.10306 0.87577 -0.65795  0.0757
2 N 0.19674 0.77287 0.43349  0.5071
3 C 0.18979 -0.49717 1.10423  0.0198
4 N 0.48395 -0.32853 2.51845  0.3119
5 H 0.77083 1.66965 -1.20393  -0.0004
6 H 1.10065 -0.02364 -1.28398  0.0308
7 H 2.21029 0.93594 -0.32283  0.0236
8 H -0.73747 1.03841 0.22460  0.0157
9 H -0.70671 -1.20510 1.00157  0.0064
10 H 1.17079 -1.21458 0.74359  0.0010
11 H -0.14885 0.31871 2.97031  0.0039
12 H 1.43193 0.00760 2.60575  0.0039
13 H -2.10124 -1.11287 -3.52551  0.0000
14 H -1.02480 -0.12402 -2.87796  0.0001
15 O -1.81093 -0.70901 -2.70911  0.0004


two.
The following is a quantum chemistry calculation of a 2-piece molecular cluster, C2H10N2O overall, from OMol25.

Results
Net charge   +1
Spin multiplicity   2

Last column: Löwdin spin population.
CARTESIAN COORDINATES (ANGSTROEM)
1 C 0.75691 -0.85837 1.16016  0.0921
2 N -0.10477 0.06552 0.46847  0.7042
3 C -1.61480 -0.02464 0.56810  0.0286
4 N -2.00522 -0.46186 -0.71875  0.0741
5 H 1.65758 -1.05325 0.57732  0.0019
6 H 1.02041 -0.36920 2.10312  0.0427
7 H 0.23809 -1.74744 1.48053  0.0248
8 H 0.23050 0.21333 -0.48623  0.0119
9 H -1.94596 0.92914 0.98382  0.0072
10 H -1.81638 -0.82500 1.27745  0.0046
11 H -2.80326 -1.09312 -0.69654  0.0067
12 H -2.24739 0.28090 -1.36802  0.0012
13 H 2.90910 1.87737 -2.54493  0.0000
14 H 3.21361 1.54780 -1.07389  0.0000
15 O 2.51157 1.51881 -1.73063  0.0000


What are the relative energies? In hartree: one 0.0477; two 0.0000.


one.
The following is a quantum chemistry calculation of C2H8N2S as an isolated structure, from OMol25.

Last column: Löwdin charge in e.
CARTESIAN COORDINATES (ANGSTROEM)
1 C -0.14813 2.26008 -1.07224  -0.6029
2 S -1.44655 2.03361 0.16042  0.4537
3 H 0.57036 1.31894 -1.23072  0.0530
4 H -0.61205 2.70315 -1.99782  0.0139
5 H 0.49674 3.08965 -0.68125  0.0022
6 N -0.47677 -0.55654 1.20138  0.0355
7 C -0.27109 -1.57224 0.47238  -0.3007
8 N 1.02719 -2.05910 0.32883  -0.0170
9 H 0.09366 -0.49186 2.04925  0.1169
10 H -0.85810 0.64326 0.75187  -0.1237
11 H -0.85588 -2.41797 0.09844  0.1269
12 H 1.10812 -3.08609 0.61157  0.1064
13 H 1.37252 -1.86489 -0.69211  0.1357


two.
The following is a quantum chemistry calculation of a 2-piece molecular cluster, C2H8N2S overall, from OMol25.

Last column: Löwdin charge in e.
CARTESIAN COORDINATES (ANGSTROEM)
1 C 1.68027 -1.02634 0.19265  -0.1158
2 C -0.91773 2.10702 0.01328  0.0911
3 N 0.56341 -0.51642 -0.64349  -0.2468
4 N -0.53591 -0.10131 0.11519  -0.5160
5 S -1.99840 -0.95808 -0.23642  0.6072
6 H 1.49685 -0.83592 1.23611  0.0563
7 H 1.72253 -2.10146 -0.19154  0.0854
8 H 2.73702 -0.57441 -0.04443  0.0889
9 H -1.51297 1.94107 0.85465  -0.0077
10 H 0.11204 2.27583 -0.17022  0.0104
11 H -1.48041 2.21698 -0.84286  -0.0261
12 H 0.42321 -1.11782 -1.43662  0.0718
13 H -2.28993 -1.30914 1.15370  -0.0987


three.
The following is a quantum chemistry calculation of C2H8N2S as an isolated structure, from OMol25.

Last column: Löwdin charge in e.
CARTESIAN COORDINATES (ANGSTROEM)
1 C -1.65126 1.08733 1.12480  -0.5256
2 S -1.75030 0.49973 -0.62211  0.4388
3 H -0.93852 0.48589 1.69928  0.0036
4 H -1.31034 2.11747 1.19341  0.0181
5 H -2.67341 1.02192 1.47904  0.0011
6 N 1.09213 0.57013 -0.62723  0.0001
7 C 1.23678 -0.61153 -0.11655  -0.3260
8 N 1.29642 -1.83476 -0.71721  0.0844
9 H 1.69607 0.78887 -1.40298  0.0821
10 H -0.18236 0.92493 -0.69313  -0.0832
11 H 0.95975 -0.74254 0.93439  0.1149
12 H 0.44522 -2.37736 -0.65651  0.1015
13 H 1.77982 -1.93007 -1.59519  0.0902


What are the relative energies? In hartree: one 0.0436; two 0.1137; three 0.0000.